DFT (ωB97M-V/def2-TZVPD) results for a molecular structure, C43H36Br3N7O14 at a distorted geometry.

Energy relative to the best compared isomer or geometry (same formula, charge and spin)   0.0 kcal/mol
Net charge   0
HOMO-LUMO gap   8.500 eV
Electronic energy   -10818.203295 hartree

Last column: Mulliken charge in e.
Atoms and positions in Å:
C 24.079 0.026 -5.431  0.76
Br 22.630 -0.417 -6.638  -0.01
Br 25.729 -0.779 -6.153  -0.06
Br 23.757 -0.650 -3.615  -0.05
H 24.181 1.103 -5.467  -0.62
C 19.589 3.220 5.772  -0.38
C 20.457 4.181 5.263  -0.59
C 20.290 4.661 3.983  -0.23
C 19.204 4.256 3.226  0.09
C 18.290 3.345 3.753  -0.20
C 18.493 2.831 5.024  -0.60
N 18.992 4.822 1.904  1.21
O 17.983 4.545 1.301  -0.64
O 19.832 5.557 1.438  -0.61
H 19.746 2.844 6.774  0.38
H 21.244 4.563 5.898  0.37
H 20.956 5.425 3.603  0.45
H 17.407 2.976 3.250  0.40
H 17.743 2.197 5.476  0.36
C 19.721 1.526 -4.961  -1.24
C 20.521 2.669 -4.869  0.07
C 21.005 3.286 -6.000  0.67
C 20.535 2.840 -7.240  -0.12
C 19.637 1.783 -7.352  -0.63
C 19.244 1.122 -6.196  -0.74
N 20.983 3.505 -8.455  1.13
O 21.429 4.621 -8.372  -0.54
O 20.794 2.946 -9.504  -0.63
H 19.354 1.074 -4.049  0.54
H 20.658 2.953 -3.833  0.13
H 21.728 4.087 -5.987  0.40
H 19.303 1.464 -8.329  0.50
H 18.546 0.299 -6.272  0.48
C 19.370 8.747 -0.649  -0.43
C 20.400 8.989 -1.557  -0.78
C 20.563 8.183 -2.669  -0.22
C 19.692 7.098 -2.874  -0.07
C 18.744 6.827 -1.894  0.08
C 18.545 7.663 -0.810  -0.70
N 19.625 6.438 -4.148  1.02
O 18.835 5.513 -4.265  -0.52
O 20.339 6.827 -5.042  -0.54
H 19.191 9.403 0.195  0.41
H 21.028 9.866 -1.480  0.43
H 21.281 8.443 -3.435  0.57
H 18.164 5.914 -1.949  0.28
H 17.702 7.506 -0.153  0.46
C 23.607 8.484 -6.838  -0.54
C 22.550 7.777 -7.431  0.12
C 21.943 8.315 -8.538  -0.41
C 22.344 9.548 -9.030  0.13
C 23.399 10.223 -8.440  -0.37
C 24.095 9.658 -7.384  -0.60
N 21.606 10.178 -10.115  0.94
O 21.000 9.465 -10.885  -0.57
O 21.594 11.391 -10.160  -0.58
H 24.137 7.974 -6.041  0.38
H 22.426 6.761 -7.085  0.22
H 21.212 7.671 -9.012  0.46
H 23.675 11.181 -8.865  0.42
H 25.064 9.975 -7.021  0.40
C 27.878 2.060 -6.981  -0.89
C 28.313 1.895 -8.281  -0.34
C 27.568 2.419 -9.353  -0.45
C 26.396 3.066 -9.112  -0.25
C 25.901 3.172 -7.806  -0.08
C 26.639 2.683 -6.746  -0.41
N 25.575 3.567 -10.225  1.11
O 24.545 4.136 -9.940  -0.61
O 25.992 3.392 -11.352  -0.62
H 28.543 1.799 -6.168  0.39
H 29.213 1.355 -8.539  0.39
H 27.963 2.262 -10.347  0.46
H 24.926 3.565 -7.558  0.64
H 26.239 2.803 -5.751  0.61
C 22.083 4.574 -0.703  -0.49
C 22.461 5.796 -1.245  -0.31
C 23.169 5.872 -2.430  -0.76
C 23.359 4.680 -3.146  0.12
C 23.004 3.478 -2.575  -0.14
C 22.271 3.404 -1.398  -0.47
N 24.024 4.718 -4.457  0.89
O 24.448 5.777 -4.830  -0.65
O 24.035 3.688 -5.092  -0.27
H 21.551 4.558 0.239  0.41
H 22.206 6.728 -0.756  0.50
H 23.482 6.838 -2.797  0.49
H 23.266 2.559 -3.086  0.16
H 21.882 2.429 -1.144  0.52
C 15.554 2.380 -3.569  -0.63
C 16.701 3.148 -3.534  -0.53
C 17.615 3.005 -2.511  0.48
C 17.375 2.057 -1.520  -0.54
C 16.213 1.277 -1.552  -0.47
C 15.277 1.474 -2.553  -0.54
N 18.294 2.006 -0.407  0.97
O 17.976 1.368 0.580  -0.62
O 19.405 2.490 -0.516  -0.44
H 14.881 2.513 -4.407  0.43
H 16.810 3.870 -4.333  0.49
H 18.556 3.540 -2.504  0.52
H 16.031 0.587 -0.739  0.49
H 14.382 0.870 -2.543  0.40